A molecular structure, C9H12FI2N. Source: the OMol25 dataset; level of theory: ωB97M-V/def2-TZVPD.

Properties
- HOMO level (spin up / spin down) (eV) = -8.1 / -8.1
- net charge = 0
- energy above the lowest of the compared OMol25 structures with the same formula, charge and spin (eV) = 0.726

Element x y z (Å)
C 0.990 1.031 -2.263
C 0.659 0.206 -1.313
C -0.233 -0.088 -0.305
C 0.314 -1.038 3.107
C -0.148 0.336 3.246
C -0.514 -0.508 2.041
C 2.126 1.046 -3.185
C -1.707 -0.442 -0.847
C 2.608 -1.446 -1.113
N 0.139 -0.167 0.902
F 3.136 -2.049 -2.272
I 1.716 -3.067 -0.007
I 4.324 -0.608 -0.056
H 0.310 1.851 -2.462
H 1.357 -1.156 2.824
H -0.135 -1.838 3.846
H -0.880 0.722 3.961
H 0.444 1.219 2.888
H -1.699 -0.780 2.013
H 2.740 0.149 -3.150
H 2.783 2.037 -2.964
H 1.848 1.159 -4.207
H -1.718 -1.489 -1.139
H -1.824 0.173 -1.715
H -2.409 -0.307 -0.109

Atoms 1-6, force components in eV/Å:
C -0.582 -0.065 -0.139
C 3.823 -0.519 -1.271
C -3.819 -1.581 0.862
C 0.667 -2.581 2.820
C 0.281 3.086 -0.428
C -5.672 -0.388 -0.300

***

A molecular structure, C60H49Cl5InN4O2S3Si. Source: the OMol25 dataset; level of theory: ωB97M-V/def2-TZVPD.

Properties
- HOMO level (eV) = -10.1
- net charge = +1
- energy above the lowest of the compared OMol25 structures with the same formula, charge and spin (eV) = 0.000

Element x y z (Å)
In 0.106 2.265 0.040
N -1.419 0.778 -0.854
S -2.573 -0.049 -0.555
N -2.513 -1.702 -0.847
S -1.715 -2.697 0.033
N -0.400 -2.350 0.771
S 0.859 -1.411 0.210
N 0.849 0.007 0.522
C 0.970 -1.932 -1.511
C 1.632 -3.106 -1.864
C 1.596 -3.530 -3.183
C 0.905 -2.806 -4.146
C 0.235 -1.648 -3.790
C 0.283 -1.193 -2.470
C 2.254 -2.210 0.985
C 3.501 -1.895 0.433
C 4.653 -2.277 1.101
C 4.575 -2.908 2.339
C 3.330 -3.184 2.890
C 2.159 -2.829 2.224
C -1.411 -4.067 -1.058
C -1.939 -4.084 -2.343
C -1.592 -5.144 -3.180
C -0.751 -6.150 -2.736
C -0.258 -6.125 -1.437
C -0.597 -5.091 -0.580
C -2.706 -3.363 1.364
C -4.015 -3.759 1.078
C -4.809 -4.230 2.110
C -4.303 -4.302 3.410
C -3.001 -3.904 3.676
C -2.198 -3.426 2.660
C -3.035 -0.072 1.202
C -1.944 0.066 2.055
C -2.092 -0.128 3.423
C -3.332 -0.439 3.958
C -4.433 -0.575 3.111
C -4.288 -0.416 1.738
C -3.956 0.400 -1.628
C -3.561 1.254 -2.654
C -4.514 1.738 -3.542
C -5.859 1.415 -3.377
C -6.235 0.539 -2.371
C -5.291 0.009 -1.500
H 2.158 -3.704 -1.149
H 2.104 -4.444 -3.468
H 0.877 -3.151 -5.169
H -0.304 -1.081 -4.533
H -0.218 -0.281 -2.206
H 3.556 -1.355 -0.495
H 5.623 -2.056 0.668
H 5.477 -3.214 2.863
H 3.263 -3.669 3.853
H 1.200 -3.049 2.650
H -2.561 -3.272 -2.676
H -1.969 -5.161 -4.193
H -0.484 -6.970 -3.389
H 0.401 -6.914 -1.091
H -0.166 -5.058 0.409
H -4.428 -3.687 0.083
H -5.830 -4.550 1.910
H -4.914 -4.689 4.204
H -2.618 -3.949 4.685
H -1.190 -3.101 2.858
H -0.957 0.246 1.650
H -1.237 -0.022 4.074
H -3.438 -0.610 5.017
H -5.408 -0.821 3.521
H -5.166 -0.535 1.119
H -2.524 1.556 -2.725
H -4.229 2.398 -4.341
H -6.608 1.850 -4.027
H -7.266 0.258 -2.244
H -5.598 -0.692 -0.743
O 0.575 3.378 2.490
H 1.182 2.911 3.073
H -0.273 3.460 2.942
O 0.356 5.134 0.111
H 1.022 5.613 -0.405
H 0.662 5.163 1.024
C 4.602 1.029 4.201
C 3.326 0.601 3.858
C 2.763 0.987 2.642
C 3.429 1.835 1.744
C 4.726 2.258 2.115
C 5.293 1.849 3.322
Si 2.691 2.393 0.090
C 3.273 4.136 -0.219
C 3.434 5.072 0.810
C 3.829 6.378 0.536
C 4.079 6.770 -0.779
C 3.905 5.866 -1.814
C 3.492 4.562 -1.536
C 3.388 1.312 -1.269
C 4.701 0.807 -1.226
C 5.218 0.056 -2.284
C 4.449 -0.194 -3.414
C 3.148 0.295 -3.481
C 2.642 1.040 -2.412
H 5.059 0.709 5.130
H 2.767 -0.051 4.523
H 1.786 0.600 2.380
H 5.278 2.940 1.468
H 6.285 2.189 3.578
H 3.279 4.763 1.837
H 3.982 7.074 1.354
H 4.409 7.788 -0.966
H 4.100 6.156 -2.841
H 3.399 3.857 -2.360
H 5.319 0.976 -0.351
H 6.225 -0.344 -2.231
H 4.866 -0.801 -4.216
H 2.532 0.093 -4.345
H 1.620 1.406 -2.469
Cl -0.875 3.603 -2.310
C -2.172 3.803 -1.115
C -1.876 3.323 0.156
C -2.929 3.499 1.035
Cl -2.690 3.039 2.695
C -4.197 4.016 0.677
Cl -5.478 4.149 1.836
C -4.421 4.428 -0.618
Cl -5.931 5.061 -1.106
C -3.375 4.359 -1.538
Cl -3.593 4.914 -3.146

Atoms 1-6, force components in eV/Å:
In -0.033 -0.079 0.246
N -0.230 -0.276 -0.014
S 0.045 0.152 0.318
N -0.082 0.105 -0.047
S 0.520 0.077 0.150
N 0.001 0.032 -0.003

***

2 unconnected molecules or ions with the total composition C7H10O. Source: the OMol25 dataset; level of theory: ωB97M-V/def2-TZVPD.

Properties
- HOMO level (eV) = -7.5
- net charge = 0
- energy above the lowest of the compared OMol25 structures with the same formula, charge and spin (eV) = 8.267

Element x y z (Å)
O -3.385 0.751 0.331
C -2.562 -0.059 -0.108
C -0.952 0.088 0.291
C -1.356 0.577 -1.012
C 1.745 -0.221 0.835
C 2.165 -1.034 1.821
C 2.221 0.349 -1.568
C 2.379 -0.377 -0.435
H -2.783 -1.132 -0.134
H -0.402 -0.824 0.155
H -0.819 0.871 1.018
H -1.455 1.594 -1.344
H -0.933 -0.043 -1.823
H 1.617 -1.191 2.729
H 3.083 -1.592 1.779
H 2.757 0.106 -2.476
H 1.641 1.260 -1.630
H 3.127 -1.163 -0.511

Atoms 1-6, force components in eV/Å:
O 0.637 -0.576 -0.008
C -1.890 0.617 -0.686
C 2.752 2.358 -0.905
C 0.889 -1.562 -0.529
C -0.066 -1.738 0.562
C -1.415 1.232 -0.154

***

A molecular structure, C32H55NP2PdSi. Source: the OMol25 dataset; level of theory: ωB97M-V/def2-TZVPD.

Properties
- HOMO level (spin up / spin down) (eV) = -11.4 / -11.3
- net charge = +2
- energy above the lowest of the compared OMol25 structures with the same formula, charge and spin (eV) = 0.000
- <S²> = 6.11
- spin multiplicity = 5

Element x y z (Å)
Pd -1.802 0.472 -2.081
C 0.468 3.289 1.301
C -0.921 2.999 1.336
C 0.090 1.957 3.114
C 1.079 2.684 2.421
C -1.140 2.109 2.429
C 1.192 4.117 0.300
H 0.529 4.462 -0.496
H 2.018 3.556 -0.177
H 1.654 4.997 0.778
C 2.504 2.780 2.827
H 3.071 3.410 2.130
H 2.986 1.790 2.844
H 2.582 3.207 3.839
C 0.332 1.173 4.351
H 0.928 1.754 5.075
H 0.899 0.253 4.125
H -0.614 0.871 4.818
C -2.417 1.456 2.794
H -2.814 1.855 3.741
H -2.298 0.367 2.932
H -3.171 1.602 2.014
C -1.976 3.663 0.566
H -2.325 4.554 1.110
H -2.851 3.023 0.403
H -1.628 4.005 -0.415
C -0.395 -1.015 -3.673
C -0.214 0.355 -4.222
C -1.416 0.960 -5.011
C -2.905 0.598 -4.644
C -3.311 0.142 -3.256
C -3.227 -1.239 -2.627
C -2.542 -2.354 -3.415
C -1.378 -1.946 -4.306
H -1.304 0.657 -6.073
H -3.368 0.040 -5.474
H -1.347 2.055 -4.995
H -1.741 -1.535 -5.236
H 0.624 -1.468 -3.703
H 0.624 0.381 -4.949
H -0.822 -2.854 -4.558
H -2.201 -3.133 -2.730
H -4.195 -1.616 -2.228
H -3.302 -2.845 -4.022
H -3.465 1.533 -4.764
H -4.174 0.693 -2.851
P 0.885 1.173 -2.843
C 2.651 1.000 -2.754
C 0.260 2.865 -2.862
P -2.589 -1.190 -0.681
C 0.189 0.010 -1.657
C -4.097 -1.028 0.281
C -1.574 -2.588 -0.119
H 2.920 0.157 -2.091
H 3.127 1.918 -2.362
H 3.064 0.770 -3.744
H -0.685 2.975 -2.309
H 0.074 3.161 -3.912
H 0.993 3.575 -2.448
H -1.618 -3.386 -0.862
H -1.918 -2.972 0.856
H -0.512 -2.302 -0.028
H 0.546 -0.060 -0.624
H 0.013 -1.042 -2.026
H -3.861 -0.365 1.134
H -4.441 -2.014 0.636
H -4.877 -0.560 -0.340
C 3.563 0.244 0.607
Si 3.427 -1.460 1.375
C 3.664 -2.814 0.104
C 4.735 -1.603 2.698
N 1.821 -1.582 2.034
C 1.089 -2.295 2.855
C 1.539 -3.481 3.553
C 0.683 -4.147 4.425
C -0.615 -3.690 4.642
C -1.096 -2.553 3.979
C -0.273 -1.885 3.077
H 4.152 0.930 1.236
H 2.568 0.697 0.463
H 4.069 0.208 -0.370
H 4.735 -3.017 -0.045
H 3.187 -3.748 0.434
H 3.233 -2.549 -0.872
H 5.011 -0.612 3.087
H 4.397 -2.216 3.544
H 5.645 -2.063 2.287
H 2.554 -3.822 3.372
H 1.039 -5.037 4.935
H -1.274 -4.221 5.324
H -2.096 -2.176 4.150
H -0.621 -1.017 2.520

Atoms 1-6, force components in eV/Å:
Pd 1.644 0.303 2.216
C 0.956 -0.324 0.611
C 0.954 -0.254 0.442
C -3.172 -0.882 -0.038
C 0.467 1.374 -2.232
C 1.681 -0.707 1.376

***

A molecular structure, C26H30Cl3FeGe2N4S2Te. Source: the OMol25 dataset; level of theory: ωB97M-V/def2-TZVPD.

Properties
- HOMO level (spin up / spin down) (eV) = -7.7 / -8.0
- net charge = 0
- energy above the lowest of the compared OMol25 structures with the same formula, charge and spin (eV) = 0.276
- <S²> = 1.08
- spin multiplicity = 2

Element x y z (Å)
Fe 1.064 -0.159 -1.461
C -1.744 1.658 -2.334
C -1.971 0.206 -2.060
C -3.314 -0.245 -2.140
C -3.622 -1.551 -1.950
C -2.576 -2.471 -1.728
C -2.813 -3.859 -1.607
C -1.770 -4.730 -1.468
C -0.456 -4.239 -1.443
C -0.205 -2.890 -1.526
S 1.421 -2.281 -1.459
C -1.265 -1.965 -1.664
N -0.973 -0.617 -1.764
H -2.597 2.057 -2.877
H -0.845 1.821 -2.923
H -1.661 2.220 -1.403
H -4.080 0.484 -2.357
H -4.646 -1.902 -1.999
H -3.836 -4.213 -1.645
H -1.947 -5.794 -1.388
H 0.379 -4.923 -1.351
Cl 3.288 -1.088 -4.595
Ge 1.421 -0.302 -3.847
Cl -0.093 -1.484 -4.860
Cl 1.247 1.643 -4.815
C 0.734 2.647 3.299
C -0.129 1.465 3.729
C -1.247 1.145 2.739
C -0.772 0.948 1.294
Ge 0.575 -0.472 1.067
C -0.156 -2.220 1.577
C -0.189 -2.388 3.100
C -0.605 -3.798 3.523
C -2.005 -4.185 3.063
H 1.438 2.925 4.083
H 0.116 3.519 3.075
H 1.318 2.420 2.404
H -0.580 1.678 4.702
H 0.503 0.583 3.879
H -1.958 1.979 2.729
H -1.807 0.271 3.078
H -0.368 1.883 0.916
H -1.615 0.678 0.655
H 1.861 -0.246 1.881
H 0.461 -3.007 1.142
H -1.157 -2.318 1.152
H -0.878 -1.666 3.549
H 0.798 -2.170 3.518
H -0.548 -3.868 4.613
H 0.123 -4.515 3.130
H -2.744 -3.457 3.409
H -2.292 -5.161 3.456
H -2.073 -4.237 1.975
N 0.907 1.725 -1.281
C 0.824 2.855 -1.020
C 0.575 4.160 -0.671
C 1.563 5.170 -0.770
N 2.367 5.991 -0.855
C -0.725 4.425 -0.168
N -1.800 4.566 0.229
Te 3.501 0.026 -0.872
C 4.196 1.919 -1.295
C 3.855 2.780 -2.310
C 4.640 3.954 -2.309
C 5.554 3.972 -1.296
S 5.527 2.531 -0.390
H 3.068 2.581 -3.025
H 4.499 4.773 -2.998
H 6.240 4.763 -1.042

Atoms 1-6, force components in eV/Å:
Fe 0.618 -0.091 -0.645
C -0.007 -0.020 -0.077
C -0.075 0.132 0.028
C 0.024 -0.005 0.028
C 0.007 0.015 0.004
C -0.011 -0.014 -0.016

***

A molecular structure, C22H24Cl2F6MoN4O4S5Si. Source: the OMol25 dataset; level of theory: ωB97M-V/def2-TZVPD.

Properties
- HOMO level (spin up / spin down) (eV) = -7.8 / -8.4
- net charge = 0
- energy above the lowest of the compared OMol25 structures with the same formula, charge and spin (eV) = 2.697
- <S²> = 2.03
- spin multiplicity = 3

Element x y z (Å)
Mo 1.775 -0.369 0.821
Cl -0.948 -0.165 1.975
C -0.567 1.260 2.975
C -1.617 1.987 3.475
C -1.418 2.794 4.600
C -0.119 3.067 5.032
C 0.957 2.289 4.542
Cl 2.458 2.225 5.331
C 0.748 1.423 3.412
S 2.217 0.604 2.884
H -2.612 1.804 3.098
H -2.244 3.262 5.092
H 0.082 3.755 5.833
S 3.329 -2.215 1.420
C 1.870 -3.062 0.955
C 1.533 -4.419 1.027
C 0.191 -4.884 0.660
C -0.787 -3.956 0.280
C -0.338 -2.592 0.119
N 0.898 -2.214 0.414
H 2.319 -5.082 1.379
H -0.082 -5.916 0.677
H -1.847 -4.229 0.124
H -1.015 -1.756 -0.108
F -2.897 -6.055 2.637
C -4.091 -6.300 2.023
F -3.869 -6.776 0.819
F -4.771 -7.290 2.696
S -5.184 -4.767 1.950
O -5.214 -4.066 3.244
O -6.355 -5.467 1.458
N -4.382 -3.932 0.835
S -5.041 -3.171 -0.429
O -3.838 -2.447 -0.881
O -6.326 -2.513 -0.279
C -5.664 -4.300 -1.998
F -5.436 -5.627 -1.743
F -4.880 -3.977 -3.036
F -6.949 -4.121 -2.314
C 4.687 5.392 -0.714
C 4.108 4.293 -1.477
C 3.563 4.457 -2.737
C 2.987 3.365 -3.456
N 3.046 2.090 -2.855
C 3.423 1.962 -1.548
S 3.650 0.433 -0.742
N 3.982 3.049 -0.897
C 2.709 3.542 -4.903
H 4.264 5.476 0.323
H 4.599 6.402 -1.186
H 5.770 5.168 -0.518
H 3.560 5.467 -3.167
H 4.231 2.798 0.055
H 2.723 4.634 -5.097
H 1.665 3.149 -5.202
H 3.567 3.113 -5.516
C -1.167 1.258 -1.499
Si 0.323 1.207 -0.255
C 0.431 3.104 0.018
C 2.788 0.842 -3.579
H -0.779 1.484 -2.524
H -1.768 2.139 -1.102
H -1.763 0.345 -1.503
H 0.757 3.688 -0.861
H 1.108 3.417 0.845
H -0.584 3.397 0.350
H 3.363 0.801 -4.528
H 1.704 0.747 -3.732
H 3.167 -0.018 -2.994

Atoms 1-6, force components in eV/Å:
Mo 1.299 0.913 -0.591
Cl 0.223 0.868 0.129
C 0.820 -0.461 -0.022
C -0.645 -0.210 1.085
C 1.009 0.569 -1.137
C 0.616 -1.512 -0.022